Density functional theory data (ωB97M-V/def2-TZVPD) for C18H22LiN4O3S7 as an isolated structure.

Positions of all 55 atoms, in Å:
Li  -0.4274  -0.2283  0.8301
N  2.6250  -3.6869  -4.3054
C  2.6984  -2.9304  -3.1292
C  3.7948  -3.0481  -2.2774
C  3.8345  -2.3507  -1.0809
C  2.7880  -1.5164  -0.7255
C  1.6967  -1.3903  -1.5718
C  1.6432  -2.0954  -2.7593
S  2.9400  -0.5757  0.7693
O  3.3070  0.7691  0.3572
O  3.8956  -1.2798  1.5922
N  1.4395  -0.6574  1.3159
C  1.1277  -0.2031  2.5437
N  2.0161  0.4325  3.3340
C  1.5720  0.8385  4.5090
C  0.2618  0.6721  4.9399
C  -0.5893  0.0536  4.0381
N  -0.1802  -0.3937  2.8644
H  3.5204  -3.9294  -4.6985
H  2.0082  -3.3014  -5.0030
H  4.6138  -3.7064  -2.5450
H  4.6754  -2.4570  -0.4087
H  0.8653  -0.7487  -1.3050
H  0.7644  -2.0088  -3.3879
H  2.2990  1.3392  5.1438
H  -0.0775  1.0211  5.9037
H  -1.6414  -0.0917  4.2635
C  -3.2729  -3.9391  0.3260
S  -4.4145  -3.3518  -0.9468
C  -4.4283  -1.6401  -0.5812
C  -3.3596  -0.8069  -0.6417
S  -1.7335  -1.1563  -1.0994
S  -3.7330  0.8428  -0.1748
C  -5.4185  0.6738  0.1405
S  -6.3921  1.9298  0.6176
S  -5.9448  -0.9470  -0.0459
H  -3.1448  -5.0092  0.1646
H  -3.6789  -3.7684  1.3212
H  -2.3129  -3.4382  0.2114
C  -2.5147  4.1690  0.4675
C  -1.0585  4.1283  0.0428
S  -0.5928  2.4755  -0.5103
O  -0.6988  1.6352  0.7366
C  1.1798  2.7656  -0.7660
C  1.6229  2.3934  -2.1702
H  -2.7648  5.1614  0.8441
H  -2.7010  3.4464  1.2607
H  -3.1828  3.9366  -0.3619
H  -0.3880  4.3823  0.8675
H  -0.8513  4.7968  -0.7977
H  1.6636  2.1200  -0.0302
H  1.4120  3.8020  -0.5156
H  1.3080  1.3799  -2.4204
H  2.7114  2.4206  -2.2211
H  1.2181  3.0710  -2.9247

Results
net charge	-1

***

Density functional theory data (ωB97M-V/def2-TZVPD) for the molecule C3H5N.

Positions of all 9 atoms, in Å:
N  2.1980  -0.0068  -0.0078
C  0.5506  -0.0524  0.2387
C  -0.6402  -0.8803  -0.0551
C  -0.7022  0.6628  -0.0066
H  2.7015  0.8683  0.1488
H  -0.6999  -1.5612  -0.9160
H  -1.2876  -1.3164  0.7522
H  -1.1869  1.1038  0.7713
H  -0.9334  1.1824  -0.9255

Results
structure (SMILES)	N=C1CC1
energy relative to the best compared isomer or geometry (same formula, charge and spin)	506.2	kJ/mol

***

Density functional theory data (ωB97M-V/def2-TZVPD) for a 2-piece molecular cluster, C5H11NO overall.

Positions of all 18 atoms, in Å:
C  -0.3029  2.4103  2.4921
C  -0.9453  2.1765  1.3467
C  -0.3709  1.3337  0.2426
N  -1.4675  0.6519  -0.4294
C  -1.2146  -0.6744  -0.8202
C  -2.1247  -1.4695  -1.4149
H  -0.7788  2.8919  3.3392
H  0.7771  2.3318  2.5811
H  -1.9601  2.5458  1.2566
H  0.4171  0.6238  0.5188
H  0.2270  1.9510  -0.4403
H  -2.3345  0.5818  0.0690
H  -0.3393  -1.2188  -0.4508
H  -2.7813  -1.1641  -2.2246
H  -1.9298  -2.5300  -1.4871
O  4.8012  -3.4232  -1.1601
H  5.7046  -3.2079  -1.4173
H  4.7617  -2.8325  -0.4024

Results
structure (SMILES)	C=CCNC=C.O
energy relative to the best compared isomer or geometry (same formula, charge and spin)	316.7	kJ/mol

***

Density functional theory data (ωB97M-V/def2-TZVPD) for a 2-piece molecular cluster, C3H8O2 overall.

Positions of all 13 atoms, in Å:
C  -2.2263  -0.0193  1.6211
C  -1.5430  -0.3007  0.4891
C  -1.5087  -1.6726  -0.0942
O  -0.9710  0.6936  -0.2802
H  -3.2409  -0.3404  1.8161
H  -1.8520  0.6753  2.3723
H  -1.2754  -2.3928  0.6732
H  -0.6963  -1.6761  -0.8258
H  -2.4096  -1.8761  -0.6737
H  -0.9353  1.3478  0.4494
O  5.6640  1.5944  -1.5375
H  4.7971  1.9362  -1.7945
H  6.1972  2.0306  -2.2154

Results
structure (SMILES)	C=C(C)O.O
energy relative to the best compared isomer or geometry (same formula, charge and spin)	233.8	kJ/mol

***

Density functional theory data (ωB97M-V/def2-TZVPD) for C29H24Cl5F2IrN3O4 as an isolated structure.

Positions of all 68 atoms, in Å:
Ir  0.9033  3.6988  -0.8896
C  -4.6554  -1.2762  1.2161
C  -3.3917  -0.9732  2.0047
N  -2.3705  -0.3042  1.1894
C  -2.2665  1.0317  1.2551
C  -1.3766  1.8032  0.5594
C  -1.4243  3.2829  0.9212
O  -2.3104  3.6402  1.6767
O  -0.5428  4.0861  0.4319
C  -0.4925  1.1534  -0.3363
O  0.4107  1.6990  -1.0181
C  -0.6131  -0.2994  -0.4365
C  0.2539  -1.0039  -1.2746
C  0.1984  -2.3648  -1.3336
F  1.0918  -3.0173  -2.1081
C  -0.7354  -3.1032  -0.5906
C  -1.6047  -2.4041  0.2255
C  -1.5404  -1.0090  0.3342
N  -0.8316  -4.5176  -0.6367
C  -0.3120  -5.2665  -1.7747
C  -0.8100  -6.7157  -1.6533
N  -2.0546  -6.7146  -0.8148
C  -1.7322  -6.3717  0.6196
C  -0.6719  -5.2640  0.6022
H  -5.3869  -1.7670  1.8577
H  -4.4537  -1.9237  0.3617
H  -5.0990  -0.3544  0.8406
H  -2.9524  -1.8715  2.4384
H  -3.6110  -0.3072  2.8362
H  -2.9259  1.5449  1.9449
H  0.9956  -0.4644  -1.8474
H  -2.3542  -2.9581  0.7726
H  0.7790  -5.2887  -1.8279
H  -0.6821  -4.8132  -2.6934
H  -0.0985  -7.3588  -1.1391
H  -1.0377  -7.1525  -2.6223
H  -2.5412  -7.6085  -0.8715
H  -2.6778  -5.9901  -1.1763
H  -1.3851  -7.2802  1.1079
H  -2.6624  -6.0469  1.0814
H  0.3349  -5.6922  0.6784
H  -0.8071  -4.6145  1.4624
Cl  5.6360  7.7555  -4.1860
C  4.3813  7.1298  -3.1916
C  4.0441  5.7887  -3.2528
Cl  4.8637  4.7101  -4.3139
C  3.0250  5.3096  -2.4415
Cl  2.5808  3.6092  -2.5031
C  2.3016  6.1025  -1.5497
O  1.3437  5.6493  -0.7867
C  2.6679  7.4668  -1.5051
Cl  1.8059  8.4729  -0.4156
C  3.6814  7.9649  -2.3060
Cl  4.0922  9.6289  -2.2201
F  0.6478  -1.1942  3.4421
C  1.0729  -0.0639  2.8179
C  0.5989  1.1579  3.2451
C  1.0006  2.2987  2.5618
C  1.8602  2.2219  1.4659
C  2.2165  3.4374  0.6636
C  2.3609  0.9693  1.1091
C  1.9673  -0.1828  1.7720
H  -0.0791  1.2127  4.0867
H  0.6169  3.2640  2.8682
H  3.2261  3.3530  0.2573
H  2.1335  4.3586  1.2367
H  3.0528  0.8951  0.2779
H  2.3455  -1.1586  1.4948

Results
energy relative to the best compared isomer or geometry (same formula, charge and spin)	0.0	kJ/mol
net charge	+1

***

Density functional theory data (ωB97M-V/def2-TZVPD) for a 3-piece molecular cluster, C3H12O3S overall.

Positions of all 19 atoms, in Å:
O  -0.4571  0.9819  1.2953
C  -0.2876  1.8038  0.1575
C  0.4149  1.0697  -0.9234
C  -0.4033  -0.0944  -1.5177
S  0.2360  -0.8666  -2.9676
H  0.4556  0.8348  1.5915
H  0.2525  2.7595  0.3702
H  -1.3401  2.1874  0.0691
H  1.4381  0.5964  -0.5944
H  0.6506  1.8289  -1.7047
H  -0.4180  -0.8720  -0.7537
H  -1.4348  0.1367  -1.8684
H  1.1613  -1.7598  -2.4927
O  1.2520  -1.3309  1.5300
H  1.5746  -2.0284  2.2374
H  1.4387  -1.6233  0.6479
O  -1.7761  -1.5457  1.5408
H  -0.8367  -1.5062  1.6390
H  -1.9206  -0.5720  1.7438

Results
structure (SMILES)	OCCCS.O.O
energy relative to the best compared isomer or geometry (same formula, charge and spin)	95.5	kJ/mol

***

Max |F| values (in eV Å⁻¹) by entry order: 0.58 7.90 1.69 2.70 0.52 3.52.
Energy values (in eV) by entry order: -107181.9636 -4676.6105 -8898.4150 -7333.6269 -114003.1623 -20282.3948.